[1]
Molecular formula: C38H60Br2Cl2N4O11P2S
Method: DFT, the ωB97M-V functional and the def2-TZVPD basis

Each line ends with the Mulliken charge.
Positions of all 120 atoms, in Å:
H (1.4911, 6.4282, -5.0742)  0.2769
N (2.2375, 5.7386, -5.1687)  -0.6626
C (2.5744, 5.2964, -4.0319)  -0.3111
C (1.8730, 5.7541, -2.7569)  -0.5553
C (0.8405, 4.6790, -2.3811)  0.8137
C (0.1779, 3.9640, -3.3772)  -0.7097
C (-0.7190, 2.9805, -2.9954)  -0.8029
C (-0.9722, 2.6794, -1.6619)  0.8088
C (-1.9524, 1.5455, -1.4193)  -0.9762
O (-1.7212, 0.4012, -2.2312)  -0.3929
C (-0.3892, -0.0516, -2.1752)  0.0923
C (-0.3081, -1.5316, -2.5661)  -0.9039
O (-1.3358, -2.2486, -1.9031)  -0.2714
C (-2.1395, -2.9475, -2.8329)  -0.5203
C (-1.4325, -4.1867, -3.4092)  -0.3887
O (-1.9659, -4.4391, -4.7108)  -0.2410
C (-0.9637, -4.7618, -5.6628)  -0.4869
C (-0.5855, -3.5265, -6.5161)  -0.9145
C (-0.3455, 3.3999, -0.6403)  -1.5125
C (0.5618, 4.3930, -1.0473)  0.6497
S (1.3977, 5.2950, 0.2352)  -0.4884
C (1.5892, 4.0031, 1.4501)  1.0683
C (2.7474, 3.9901, 2.2219)  0.2562
C (3.8860, 4.9866, 2.0559)  -0.9820
C (5.2348, 4.2143, 1.9600)  -0.5848
N (6.1699, 4.8299, 0.9991)  -0.6665
C (2.8570, 3.0086, 3.1964)  -0.0558
C (1.8292, 2.0889, 3.3666)  0.0516
C (2.0428, 1.1054, 4.4797)  -1.2278
Cl (3.0983, -0.2547, 4.2539)  -0.0769
C (1.4586, 1.2862, 5.6619)  0.6039
C (1.6369, 0.3902, 6.8561)  -1.3977
Cl (0.4147, 2.6625, 5.9058)  -0.1788
C (0.6899, 2.0839, 2.5556)  0.0758
C (-0.3649, 1.0159, 2.7873)  -0.8326
Br (-2.0400, 1.7971, 3.4442)  -0.0506
C (-0.5683, 0.1419, 1.5372)  2.1854
C (-1.8695, -0.6749, 1.5476)  -1.4621
Br (0.9272, -1.1415, 1.4083)  -0.1381
C (0.5575, 3.0753, 1.5621)  -0.9306
N (-0.6234, 3.1286, 0.7421)  1.9279
N (-1.4434, 4.1588, 1.3646)  -0.7488
C (-2.3359, 4.7334, 0.6350)  0.9563
C (-3.5072, 4.0512, -0.0331)  -1.3257
C (-2.2661, 6.2312, 0.4622)  -1.2971
H (3.3626, 4.5449, -3.9838)  0.4337
H (1.4105, 6.7288, -2.9119)  0.2604
H (2.6449, 5.7685, -1.9829)  0.4106
H (0.3256, 4.1359, -4.4344)  0.4530
H (-1.2335, 2.4259, -3.7737)  0.5601
H (-1.9717, 1.2145, -0.3812)  0.1572
H (-2.9522, 1.9067, -1.6703)  0.4378
H (0.1005, 0.1044, -1.2069)  0.0231
H (0.2356, 0.4822, -2.9089)  0.3498
H (0.6989, -1.8971, -2.3382)  0.2686
H (-0.4160, -1.5605, -3.6579)  0.3562
H (-3.0197, -3.2787, -2.2739)  0.1301
H (-2.5033, -2.3231, -3.6580)  0.3832
H (-1.6810, -5.0462, -2.7738)  0.1290
H (-0.3433, -4.1001, -3.4283)  0.5226
H (-0.0850, -5.2437, -5.2256)  0.4022
H (-1.4087, -5.4932, -6.3447)  0.3696
H (-0.9697, -3.6180, -7.5320)  0.3042
H (-1.0748, -2.6536, -6.0767)  0.2399
H (0.4910, -3.3478, -6.5375)  0.2757
H (3.9065, 5.6324, 2.9372)  0.4541
H (3.7428, 5.5608, 1.1437)  0.3676
H (4.9792, 3.2059, 1.6184)  0.4524
H (5.6791, 4.0860, 2.9507)  0.2897
H (6.4157, 4.1341, 0.3068)  0.2366
H (7.0284, 5.0422, 1.4923)  0.2599
H (3.7407, 2.9647, 3.8217)  0.5432
H (0.8996, 0.6831, 7.6072)  0.4416
H (1.4588, -0.6630, 6.6416)  0.3412
H (2.6073, 0.5656, 7.3274)  0.2975
H (-0.0263, 0.3344, 3.5647)  0.8318
H (-0.4718, 0.7614, 0.6569)  -1.8388
H (-1.7065, -1.6336, 1.0552)  0.3357
H (-2.6959, -0.1567, 1.0634)  0.3287
H (-2.1001, -0.9048, 2.5901)  0.5066
H (-4.3960, 4.4264, 0.4830)  0.5619
H (-3.4520, 2.9689, 0.0573)  0.1123
H (-3.5702, 4.3640, -1.0821)  0.3390
H (-1.9936, 6.7128, 1.4027)  0.3388
H (-1.6098, 6.4808, -0.3725)  0.1783
H (-3.2697, 6.5962, 0.2050)  0.4431
C (-7.3080, -1.4756, -3.1782)  -0.5945
O (-7.7598, -1.9932, -4.4508)  -0.3583
P (-7.1743, -3.4567, -4.9898)  1.2335
O (-6.8522, -3.1594, -6.4012)  -0.7026
O (-8.6045, -4.2061, -4.8420)  -0.4069
C (-9.2546, -4.1986, -3.5744)  -0.6046
O (-6.3548, -4.8572, -4.6956)  -0.3967
C (-4.9376, -4.7288, -4.4466)  -0.5762
H (-7.0569, -0.4238, -3.3023)  0.2457
H (-8.1105, -1.5632, -2.4439)  0.2776
H (-6.4279, -2.0025, -2.8062)  0.2441
H (-10.0078, -3.4088, -3.5556)  0.2405
H (-8.5505, -4.0412, -2.7522)  0.2847
H (-9.7451, -5.1592, -3.4321)  0.2647
H (-4.7567, -4.0843, -3.5863)  0.0942
H (-4.4335, -4.3240, -5.3215)  0.4114
H (-4.5416, -5.7179, -4.2340)  0.3174
C (6.1099, -5.0197, 7.8588)  -0.6274
O (5.6489, -5.9553, 6.8567)  -0.3375
P (5.1298, -5.3835, 5.3813)  1.2008
O (3.8816, -6.1470, 5.1761)  -0.6759
O (6.3752, -6.0287, 4.5704)  -0.3770
C (7.7017, -5.6863, 4.9632)  -0.6112
O (5.0014, -4.1477, 4.2908)  -0.3194
C (4.1474, -3.0473, 4.6621)  -0.9380
H (5.6581, -5.2847, 8.8129)  0.2446
H (7.1949, -5.0891, 7.9500)  0.2667
H (5.8394, -3.9902, 7.6188)  0.2830
H (8.1053, -6.4706, 5.6057)  0.2414
H (7.7390, -4.7320, 5.4965)  0.2888
H (8.3171, -5.6088, 4.0694)  0.2701
H (4.4900, -2.5943, 5.5932)  0.4192
H (3.1165, -3.3875, 4.7719)  0.4160
H (4.1989, -2.3116, 3.8707)  0.3209

The calculation puts the orbital gap at 0.271 hartree. Its highest occupied orbital energy is -7.89 eV. The lowest unoccupied orbital energy comes out at -0.5 eV. The total energy comes out at -263400.259 eV. Its SMILES is [H]/N=C\Cc1ccc(COCCOCCOCC)c2c1Sc1c(CCN)cc(/C(Cl)=C(/C)Cl)c([C@@H](Br)[C@H](C)Br)c1N2N=C(C)C.COP(=O)(OC)OC.COP(=O)(OC)OC.

---

[2]
Molecular formula: CHF3S2
Method: DFT, the ωB97M-V functional and the def2-TZVPD basis

Each line ends with the Mulliken charge.
Positions of all 7 atoms, in Å:
C (2.5595, 0.1674, 2.0411)  0.4647
F (3.2467, -0.1451, 0.9503)  -0.1669
F (3.1727, -0.2267, 3.1388)  -0.1676
F (2.2727, 1.4589, 2.0678)  -0.1477
S (-1.0523, 0.2479, 0.6063)  -0.0743
S (-0.0591, -1.0760, 1.6490)  -0.0928
H (-0.7423, -0.1336, -0.6596)  0.1846

The calculation puts the orbital gap (spin up / spin down) at 0.286 / 0.314 hartree. Its highest occupied orbital energy (spin up / spin down) is -9.51 / -9.08 eV. The lowest unoccupied orbital energy (spin up / spin down) comes out at -1.7 / -0.5 eV. The energy relative to the best compared isomer or geometry (same formula, charge and spin) comes out at 40.00 kcal/mol. The total energy comes out at -30873.870 eV.

---

[3]
Molecular formula: C12H19NO3Pd
Method: DFT, the ωB97M-V functional and the def2-TZVPD basis

Each line ends with the Mulliken charge.
Positions of all 36 atoms, in Å:
C (-0.0537, -3.0822, 3.0011)  -1.1681
C (0.1220, -3.5107, 1.5315)  -0.1499
C (-0.6002, -2.5220, 0.6210)  -0.8439
C (0.1131, -1.1646, 0.4736)  2.0751
C (0.8783, -1.2214, -0.8429)  -1.8028
C (-0.7099, 0.1017, 0.5838)  -0.7520
C (-0.3644, 1.3486, 0.2658)  0.5972
C (0.8789, 1.9577, -0.2791)  -1.1703
C (0.9269, 1.9246, -1.8261)  -0.4847
C (0.8895, 3.4144, -2.4099)  -1.0284
N (-0.2583, 4.1152, -2.0652)  -0.1647
C (-1.5435, 2.2189, 0.5684)  0.2868
O (-1.6709, 3.3665, 0.2843)  -0.4723
O (-2.4889, 1.4904, 1.2092)  -0.2872
C (-2.0917, 0.1595, 1.1908)  0.0290
O (-2.7849, -0.7127, 1.5760)  -0.4633
H (-0.8858, -2.3828, 3.1291)  0.2982
H (-0.2700, -3.9475, 3.6267)  0.3708
H (0.8457, -2.6042, 3.3932)  0.3567
H (-0.2935, -4.5071, 1.3731)  0.4577
H (1.1887, -3.5590, 1.2781)  0.2660
H (-1.6441, -2.4075, 0.9251)  0.3923
H (-0.7447, -3.0148, -0.4484)  0.2263
H (0.8313, -1.1202, 1.3063)  0.3377
H (1.7222, -0.5435, -0.9984)  0.2811
H (0.1925, -1.1541, -1.6952)  0.6481
H (1.4712, -2.2411, -0.8070)  0.3925
H (0.9112, 2.9936, 0.0640)  0.6472
H (1.7607, 1.4728, 0.1420)  0.5850
H (1.8546, 1.4866, -2.2055)  0.4190
H (0.0889, 1.3753, -2.2584)  0.4627
H (0.9274, 3.2659, -3.5019)  0.4004
H (1.7770, 3.9540, -2.0805)  0.4253
H (-0.2821, 4.7242, -1.2541)  0.3089
H (-1.1745, 3.7608, -2.3186)  0.2606
Pd (0.4812, -3.4352, -1.5520)  0.2629

The calculation puts the orbital gap at 0.085 hartree. Its highest occupied orbital energy is -15.23 eV. The lowest unoccupied orbital energy comes out at -12.9 eV. The total energy comes out at -23841.211 eV. Its charge is +2.

---

[4]
Molecular formula: C34H52AlNO31P
Method: DFT, the ωB97M-V functional and the def2-TZVPD basis

Each line ends with the Mulliken charge.
Positions of all 120 atoms, in Å:
C (-2.6134, -4.1160, -4.2964)  -0.6169
C (-3.6313, -4.0984, -5.6001)  0.5377
N (-3.9626, -2.9146, -6.2163)  -0.7051
C (-4.2736, -5.5443, -6.1422)  -0.7496
Al (-5.7201, -6.2598, -4.8742)  0.0587
P (-7.8700, -5.4883, -5.3005)  0.1070
C (-7.9621, -3.5874, -5.4577)  -0.7822
O (-8.7618, -5.8398, -3.8047)  -0.5519
H (-2.3678, -3.0102, -3.9484)  0.0427
H (-1.6044, -4.6368, -4.5938)  0.2747
H (-3.0510, -4.7245, -3.3718)  0.2263
H (-4.6266, -3.1433, -6.9976)  0.2151
H (-3.3640, -6.3139, -6.1049)  0.1973
H (-4.5978, -5.4874, -7.2807)  0.3309
H (-5.3681, -6.0467, -3.3354)  -0.2331
H (-5.7706, -7.8589, -5.0883)  -0.2485
H (-7.5785, -3.1602, -6.4976)  0.2323
H (-7.4801, -2.9926, -4.5539)  0.1713
H (-9.1219, -3.3062, -5.4254)  0.2568
H (-9.7156, -5.5856, -4.0051)  0.2849
C (-3.5146, -0.3413, -3.8577)  -0.0744
C (-3.2379, 1.0520, -4.3217)  -0.3753
O (-2.6815, 1.6715, -3.1777)  -0.2733
C (-2.1616, 0.6765, -2.4008)  0.5846
O (-1.4577, 0.8633, -1.4224)  -0.5757
O (-2.5313, -0.5539, -2.8622)  -0.2552
H (-3.4167, -1.0753, -4.6622)  0.1030
H (-4.5056, -0.4416, -3.4028)  0.2437
H (-2.5038, 1.0842, -5.1337)  0.2802
H (-4.1451, 1.5718, -4.6418)  0.3047
C (1.2854, 2.6587, -0.5577)  -0.1590
C (1.5621, 4.0520, -1.0217)  -0.0757
O (2.1185, 4.6715, 0.1223)  -0.2424
C (2.6384, 3.6765, 0.8992)  0.5834
O (3.3423, 3.8633, 1.8776)  -0.5834
O (2.2687, 2.4461, 0.4378)  -0.3121
H (1.3833, 1.9247, -1.3622)  0.3093
H (0.2944, 2.5584, -0.1028)  0.1871
H (2.2962, 4.0842, -1.8337)  0.1981
H (0.6549, 4.5718, -1.3418)  0.0691
C (0.8001, 8.6908, -0.5137)  -0.4408
C (-0.6677, 8.6836, -0.2335)  -0.1913
O (-1.2080, 7.9966, -1.3462)  -0.2499
C (-0.2092, 7.2172, -1.8548)  0.7698
O (-0.3695, 6.3654, -2.7129)  -0.6457
O (0.9914, 7.5146, -1.2771)  -0.3165
H (1.3988, 8.6610, 0.4009)  0.3245
H (1.1074, 9.5547, -1.1124)  0.2650
H (-0.9165, 8.1306, 0.6785)  0.2847
H (-1.0826, 9.6927, -0.1617)  0.2344
C (-2.1148, 0.2555, 2.2289)  -0.2586
C (-0.6685, -0.1137, 2.2970)  -0.1378
O (-0.5650, -0.7980, 3.5312)  -0.2158
C (-1.8092, -1.2768, 3.8250)  0.5861
O (-2.0505, -2.0578, 4.7302)  -0.5558
O (-2.7473, -0.7684, 2.9736)  -0.3300
H (-2.4912, 0.2774, 1.2025)  0.1739
H (-2.3233, 1.2192, 2.7053)  0.2815
H (-0.3718, -0.7923, 1.4903)  0.2470
H (-0.0142, 0.7623, 2.2831)  0.2110
C (2.3158, -2.6459, 5.4012)  -0.3705
C (2.6223, -1.5907, 4.3885)  -0.1694
O (3.9698, -1.8513, 4.0445)  -0.3429
C (4.2049, -3.1657, 4.3287)  0.5909
O (5.2109, -3.7722, 4.0002)  -0.5340
O (3.1674, -3.7127, 5.0272)  -0.1449
H (1.2683, -2.9581, 5.3733)  0.3443
H (2.5673, -2.3335, 6.4201)  0.2089
H (2.0037, -1.6817, 3.4895)  0.1021
H (2.5138, -0.5809, 4.7939)  0.3471
C (8.6001, -5.5463, 1.6406)  -0.3145
C (7.1323, -5.5536, 1.9208)  0.1055
O (6.5920, -6.2405, 0.8080)  -0.3044
C (7.5908, -7.0199, 0.2995)  0.6292
O (7.4305, -7.8717, -0.5587)  -0.5605
O (8.7914, -6.7225, 0.8772)  -0.3115
H (9.1988, -5.5761, 2.5552)  0.3020
H (8.9074, -4.6825, 1.0419)  0.2605
H (6.8835, -6.1065, 2.8328)  0.0067
H (6.7174, -4.5445, 1.9926)  0.1703
C (-4.0338, 10.1527, -0.5643)  -0.0934
C (-4.7405, 11.4461, -0.8109)  -0.3906
O (-4.8160, 12.0264, 0.4774)  -0.3048
C (-3.8094, 11.4785, 1.2192)  0.5976
O (-3.4750, 11.8726, 2.3239)  -0.5545
O (-3.2256, 10.4334, 0.5631)  -0.2544
H (-3.4193, 9.8452, -1.4149)  0.1802
H (-4.7236, 9.3408, -0.3113)  0.2322
H (-4.1728, 12.1142, -1.4671)  0.2784
H (-5.7399, 11.3008, -1.2302)  0.3150
C (5.5662, -6.1140, 7.4357)  -0.0262
C (4.8595, -4.8206, 7.1891)  0.1816
O (4.7840, -4.2403, 8.4774)  -0.3753
C (5.7906, -4.7881, 9.2192)  0.5398
O (6.1250, -4.3940, 10.3239)  -0.5776
O (6.3744, -5.8332, 8.5631)  -0.3649
H (6.1807, -6.4215, 6.5851)  0.2276
H (4.8764, -6.9259, 7.6887)  0.2429
H (5.4272, -4.1524, 6.5329)  -0.1084
H (3.8601, -4.9658, 6.7698)  0.2328
C (-0.5693, 8.6920, -5.5125)  -0.2605
C (-1.6473, 7.7149, -5.1719)  0.0763
O (-2.8316, 8.3940, -5.5439)  -0.3363
C (-2.4800, 9.3184, -6.4849)  0.6146
O (-3.2754, 9.9641, -7.1469)  -0.5544
O (-1.1231, 9.4251, -6.5890)  -0.3432
H (0.3586, 8.1994, -5.8158)  0.3199
H (-0.3540, 9.3811, -4.6893)  0.2414
H (-1.5724, 6.7900, -5.7535)  0.2222
H (-1.6614, 7.4652, -4.1074)  0.0131
C (3.7865, -7.7808, 3.4299)  -0.2620
C (2.9040, -8.9789, 3.5661)  -0.3618
O (2.8573, -9.1915, 4.9643)  -0.3298
C (3.1405, -7.9949, 5.5573)  0.5430
O (3.0216, -7.7724, 6.7506)  -0.5678
O (3.5731, -7.0802, 4.6410)  -0.1196
H (3.5170, -7.1606, 2.5706)  0.2894
H (4.8461, -8.0478, 3.3581)  0.2140
H (1.8878, -8.7932, 3.2024)  0.2728
H (3.3102, -9.8554, 3.0538)  0.3153

The calculation puts the orbital gap at 0.180 hartree. Its highest occupied orbital energy is -4.07 eV. The lowest unoccupied orbital energy comes out at 0.8 eV. The total energy comes out at -116949.415 eV. Its charge is -1.

---

[5]
Molecular formula: HN3O2
Method: DFT, the ωB97M-V functional and the def2-TZVPD basis

Each line ends with the Mulliken charge.
Positions of all 6 atoms, in Å:
N (0.9255, 0.1288, -1.0149)  -0.2575
N (-0.0215, -0.5026, -0.6767)  -0.1046
N (-0.6348, 0.0842, 0.9394)  0.9158
O (0.2461, 0.2484, 1.7076)  -0.4067
O (-1.8018, 0.1860, 0.9842)  -0.4400
H (1.2865, -0.1448, -1.9397)  0.2931

The calculation puts the orbital gap (spin up / spin down) at 0.263 / 0.360 hartree. As for the multiplicity: 3. Its highest occupied orbital energy (spin up / spin down) is -7.05 / -12.32 eV. The lowest unoccupied orbital energy (spin up / spin down) comes out at 0.1 / -2.5 eV. The energy relative to the best compared isomer or geometry (same formula, charge and spin) comes out at 12.29 kcal/mol. The total energy comes out at -8573.686 eV. The expectation value of S² is 2.02.